Record 1
9
Properties=species:S:1:pos:R:3:forces:R:3 method="wB97M-V/def2-TZVPD" homo_energy_ev=-9.29 de_lowest_ev=0.8639 total_charge=0 gap_ev=9.94 smiles="C[P@@H](=S)S" lumo_energy_ha=0.0240 energy_ev=-32077.1927
C -1.1423 0.6868 0.2336 2.572 2.372 -1.345
P 0.6082 -0.0009 -0.2658 -3.810 -0.994 -2.024
S 2.1471 0.9049 0.2458 1.612 1.181 0.660
S 0.6551 -2.1168 0.1158 -1.717 0.358 -1.101
H -1.3129 1.4309 -0.6753 0.578 -0.932 2.113
H -1.8951 -0.0372 -0.0100 -0.441 -0.640 0.972
H -1.0131 1.2606 1.2396 -0.885 -1.388 -1.798
H 0.2463 -0.0053 -1.7414 0.762 -0.273 1.626
H 1.7065 -2.1230 0.8578 1.327 0.317 0.897



Record 2
11
Properties=species:S:1:pos:R:3:forces:R:3 method="wB97M-V/def2-TZVPD" homo_energy_ev=-9.07 de_lowest_ev=0.0000 total_charge=0 gap_ev=7.70 smiles="CSP(=S)(S)S" lumo_energy_ha=-0.0502 energy_ev=-53747.8617
C -1.3315 1.0436 1.4288 -0.476 0.747 -1.296
P 0.5603 -0.6938 -0.7869 -0.859 0.817 0.109
S 0.2142 0.7959 -2.0805 0.081 -1.376 1.455
S 2.4869 -0.5984 0.0958 0.189 -2.661 -1.221
S 0.5317 -2.6554 -1.7656 -0.204 1.485 0.381
S -0.8085 -0.6457 1.3604 0.773 -1.401 -1.647
H -2.3801 1.3100 1.0989 1.141 -0.694 0.444
H -0.6336 1.4230 0.6810 -0.243 0.989 -0.038
H -1.0856 1.4892 2.3840 0.008 -0.019 0.172
H 2.1828 0.5451 0.5293 -0.515 2.439 1.026
H 0.2633 -2.0135 -2.9452 0.107 -0.325 0.614



Record 3
8
Properties=species:S:1:pos:R:3:forces:R:3 method="wB97M-V/def2-TZVPD" homo_energy_ev="-9.17 / -9.16" de_lowest_ev=0.3614 total_charge=0 gap_ev="10.01 / 6.48" lumo_energy_ha="0.0307 / -0.0983" multiplicity=2 energy_ev=-22786.3776
S -1.2900 -0.3228 1.9016 1.260 -1.257 -1.162
H -2.0269 0.3384 2.7012 -1.273 1.189 1.348
C 1.0133 -0.2304 -0.7370 0.310 2.048 -3.412
S -0.2724 1.1230 -1.1056 0.850 -1.273 0.760
H 0.7313 -1.1066 -1.2740 -0.714 -0.859 0.076
H 1.8538 0.1153 -1.4532 -0.613 -0.355 2.102
H 1.1568 -0.4031 0.3040 0.606 0.239 0.516
H -1.1658 0.4862 -0.3370 -0.427 0.269 -0.229



Record 4
9
Properties=species:S:1:pos:R:3:forces:R:3 method="wB97M-V/def2-TZVPD" homo_energy_ev=-2.89 de_lowest_ev=0.1163 total_charge=-1 gap_ev=6.52 lumo_energy_ha=0.1336 energy_ev=-33625.1875
S -0.8972 0.6749 -2.5277 0.198 0.004 0.194
H 0.3587 1.0534 -2.8298 -0.091 -0.137 0.126
C 0.4861 0.1724 1.4815 -0.416 0.391 -0.204
S -1.0943 -0.6722 1.2166 0.392 -0.657 -0.538
S -0.6260 -1.9183 -0.4238 -0.074 0.469 0.693
H 0.6409 0.9203 0.7002 -0.035 -0.002 0.033
H 0.3611 0.6790 2.4418 0.335 0.013 0.035
H 1.3401 -0.4996 1.4636 -0.098 -0.229 0.244
H -0.5693 -0.4098 -1.5223 -0.211 0.147 -0.582



Record 5
12
Properties=species:S:1:pos:R:3:forces:R:3 method="wB97M-V/def2-TZVPD" homo_energy_ev="-8.00 / -8.00" de_lowest_ev=2.4954 total_charge=0 gap_ev="6.82 / 6.82" lumo_energy_ha="-0.0433 / -0.0433" energy_ev=-27970.2712
C -0.1685 -1.5678 0.3266 0.384 2.602 -4.094
N 2.3717 0.9765 0.6339 -1.748 -2.769 -0.491
N -0.9709 0.7815 -1.2376 -0.159 -0.352 -0.394
O -1.3960 0.7514 1.3594 -1.552 1.153 2.014
P -0.5925 0.2780 0.2830 3.843 -1.130 -2.271
Cl -1.7655 -2.2471 -0.0930 0.465 -0.630 0.273
H 0.1926 -1.6972 1.2953 0.437 -0.888 1.516
H 0.6384 -1.6758 -0.5301 -1.668 -0.275 1.956
H 1.7859 1.1197 1.4303 -0.059 0.857 0.940
H 2.4843 1.8081 0.1099 -0.317 1.370 -0.438
H -0.7402 0.2746 -2.0707 1.050 -0.603 0.046
H -1.8392 1.1981 -1.5069 -0.675 0.665 0.943



Record 6
12
Properties=species:S:1:pos:R:3:forces:R:3 method="wB97M-V/def2-TZVPD" homo_energy_ev="-9.23 / -9.23" de_lowest_ev=4.8956 total_charge=0 gap_ev="8.37 / 8.37" lumo_energy_ha="-0.0316 / -0.0316" energy_ev=-18165.7837
C -1.8306 -0.2603 0.5923 0.121 3.290 -3.379
N -0.2057 -0.0986 -1.5951 1.895 0.617 -0.633
N 1.7127 1.1206 0.3520 -0.236 -0.159 -0.948
O -0.5507 0.2597 0.9349 2.428 -0.284 -1.290
F 1.9663 -2.2063 0.1620 -1.153 2.089 -0.278
P 0.5389 0.1792 -0.2850 -1.448 -1.623 2.404
H -2.5350 -0.0515 1.3242 -1.011 0.788 1.387
H -1.8008 -1.2426 0.4017 0.370 -3.876 -0.292
H -2.0393 0.1834 -0.4552 -0.587 -0.441 1.993
H 0.2617 -0.1827 -2.5197 -0.357 -0.023 1.135
H 1.9763 0.9646 1.3156 -0.225 -0.262 0.097
H 2.5064 1.3345 -0.2278 0.203 -0.115 -0.196



Record 7
12
Properties=species:S:1:pos:R:3:forces:R:3 method="wB97M-V/def2-TZVPD" homo_energy_ev="-14.07 / -14.07" de_lowest_ev=1.4226 total_charge=+1 gap_ev="8.46 / 8.47" smiles="NN[C@H](F)N=[NH2+]" lumo_energy_ha="-0.2060 / -0.2059" energy_ev=-9801.2690
C 0.4443 -1.1304 -0.8265 0.645 -2.817 -0.520
N -1.5260 -0.0157 -0.5021 -0.284 -0.737 1.185
N -0.9070 -1.0811 -0.4055 0.691 -1.540 -0.534
N 1.0490 -0.3545 0.2436 0.833 -0.438 2.224
N 0.5630 0.8393 0.6332 -1.590 1.632 2.026
F 0.7970 -0.5261 -1.9786 -0.705 0.367 -0.401
H 0.8302 -2.3258 -0.9200 -1.070 3.597 0.852
H -2.3929 0.0687 -0.0550 -1.573 -0.483 1.362
H 1.2430 -0.8892 1.0964 0.216 -0.115 -0.707
H 0.4680 1.6359 0.0492 0.867 0.132 -1.076
H 0.4035 1.1490 1.6458 0.517 -1.619 -1.886
H -1.4345 0.7298 -1.0972 1.454 2.020 -2.524



Record 8
12
Properties=species:S:1:pos:R:3:forces:R:3 method="wB97M-V/def2-TZVPD" homo_energy_ev=-8.16 de_lowest_ev=0.6546 total_charge=0 gap_ev=8.36 lumo_energy_ha=0.0074 energy_ev=-15747.6814
C -0.7615 -1.7066 -0.2538 3.187 -3.127 0.267
N 1.3484 1.3335 0.4471 0.612 1.508 1.288
N -0.8232 0.5453 -1.0087 0.289 0.559 -1.933
N -0.4691 -0.5595 -1.0057 0.133 -0.196 -0.444
O 1.2833 -0.0437 0.4109 0.834 1.355 0.180
I -2.4545 1.3629 0.2101 -0.953 0.177 1.147
H 0.3009 -1.9811 0.2943 -3.001 0.904 -1.018
H -1.6232 -1.6782 0.3606 -0.730 0.696 1.055
H -0.9074 -2.5889 -0.9265 0.142 0.927 0.115
H 1.0296 1.6505 1.4301 0.814 -0.278 -1.746
H 2.3368 1.7318 0.2521 -1.600 -0.923 0.610
H 0.7398 1.9340 -0.2105 0.272 -1.604 0.477



Record 9
9
Properties=species:S:1:pos:R:3:forces:R:3 method="wB97M-V/def2-TZVPD" homo_energy_ev=-9.79 de_lowest_ev=1.5532 total_charge=0 gap_ev=10.76 smiles="C=N.N" lumo_energy_ha=0.0357 energy_ev=-4112.7806
N -1.5276 -0.0370 -1.0700 -0.748 0.756 1.582
H -2.5109 -0.0906 -0.6056 2.568 -0.081 -0.974
H -1.0653 0.8652 -0.6969 -0.906 -2.297 -0.642
H -0.9520 -0.8874 -0.8163 -1.469 1.730 -0.191
C 1.3844 0.3533 0.8071 -0.344 -1.660 0.468
N 1.1718 -0.8702 0.4963 -0.302 0.681 1.280
H 1.7814 0.5839 1.8086 0.536 -0.591 -0.360
H 1.1847 1.2898 0.3214 -0.699 0.225 -1.105
H 0.5335 -1.2071 -0.2446 1.364 1.236 -0.058



Record 10
10
Properties=species:S:1:pos:R:3:forces:R:3 method="wB97M-V/def2-TZVPD" homo_energy_ev=-9.31 de_lowest_ev=2.1957 total_charge=0 gap_ev=10.36 smiles=NNCO lumo_energy_ha=0.0384 energy_ev=-6160.3001
C -0.3097 0.1115 -0.7840 1.045 -3.032 1.028
N 0.3460 -0.3192 1.5395 -2.892 -0.477 -0.660
N 0.0178 0.5869 0.5015 1.085 0.924 -0.512
O 0.8260 -0.2121 -1.5168 0.428 -1.578 -1.267
H -0.6663 -0.9670 -0.7135 -0.962 1.253 0.010
H -0.9313 0.7786 -1.3180 -0.977 0.782 -0.355
H -0.4561 -0.9963 1.4416 1.122 0.164 0.898
H 1.1323 -0.8294 1.2210 1.113 -0.455 -0.267
H -0.5697 1.3164 0.7855 -0.720 0.903 0.901
H 1.5009 0.4336 -1.5486 0.758 1.516 0.225



Record 11
10
Properties=species:S:1:pos:R:3:forces:R:3 method="wB97M-V/def2-TZVPD" homo_energy_ev=-9.28 de_lowest_ev=4.9363 total_charge=0 gap_ev=10.39 smiles=CNON lumo_energy_ha=0.0408 energy_ev=-6157.5595
C -0.5262 -0.1528 1.2340 1.857 -2.098 -5.154
N 0.1416 -0.1296 -1.9042 -1.249 0.875 0.009
N 0.7052 0.4524 0.2091 -2.239 -2.739 3.084
O 0.0931 0.9308 -0.9584 0.670 0.021 -0.108
H -1.4781 -0.0503 0.6675 0.713 0.175 0.555
H -0.3317 -1.2499 1.4313 -0.049 1.145 -0.626
H -0.5174 0.2711 2.1449 -0.035 2.112 2.934
H -0.3558 -0.8874 -1.4339 0.728 -0.163 -0.445
H 1.0968 -0.3207 -2.1897 -0.011 -0.189 0.666
H 1.1725 1.1363 0.7995 -0.384 0.861 -0.915



Record 12
10
Properties=species:S:1:pos:R:3:forces:R:3 method="wB97M-V/def2-TZVPD" homo_energy_ev=-9.55 de_lowest_ev=0.9376 total_charge=0 gap_ev=10.31 lumo_energy_ha=0.0278 energy_ev=-6161.5583
N -0.2412 -0.8931 -0.0313 -0.833 0.501 -0.267
C -1.3195 -0.0699 -0.3333 1.355 -0.629 -0.087
N -2.2338 0.3825 0.4114 0.231 0.322 -0.066
H 0.2671 -1.2460 -0.8280 0.275 -0.031 0.593
H 0.0778 -1.0052 0.9110 0.213 -0.345 0.042
H -1.1661 0.1801 -1.3831 -1.140 0.294 -0.214
H -2.0816 0.0947 1.3799 -0.193 -0.147 -0.071
H 2.7374 1.3230 0.2622 0.780 0.727 0.432
H 1.5500 0.7456 -0.3510 -0.825 -0.231 -0.281
O 2.4098 0.4885 -0.0379 0.138 -0.460 -0.081



Record 13
11
Properties=species:S:1:pos:R:3:forces:R:3 method="wB97M-V/def2-TZVPD" homo_energy_ev=-9.80 de_lowest_ev=0.4649 total_charge=0 gap_ev=10.61 smiles="NC(N)=O.O" lumo_energy_ha=0.0300 energy_ev=-8210.4105
N 1.6338 -0.0896 -1.4609 -0.051 -0.184 0.447
C 0.7662 -0.1045 -0.3935 0.220 -2.015 -0.650
N -0.1936 0.8472 -0.4144 -1.131 1.218 0.489
O 0.8117 -1.0140 0.4283 0.287 0.849 0.273
H 1.5874 0.6110 -2.1614 0.157 0.507 -0.248
H 2.4411 -0.6873 -1.4132 -0.217 -0.024 -0.038
H -0.6405 1.1580 -1.2608 0.482 -0.008 -0.174
H -0.8161 0.8874 0.3841 0.195 -0.400 0.014
H -2.1477 -0.8486 1.4488 -0.079 -1.083 -0.879
H -1.4420 -0.5726 2.7471 0.806 -0.527 0.687
O -2.0002 -0.1870 2.0959 -0.670 1.666 0.080



Record 14
12
Properties=species:S:1:pos:R:3:forces:R:3 method="wB97M-V/def2-TZVPD" homo_energy_ev=-10.35 de_lowest_ev=2.7419 total_charge=0 gap_ev=11.08 smiles="C[S@](=N)(=O)ON" lumo_energy_ha=0.0268 energy_ev=-19041.1555
C -0.4636 -1.2715 0.9137 0.638 -1.333 -0.064
N -1.2569 0.1591 -1.3882 -0.531 -0.666 -0.684
N 1.2536 1.7289 -0.7502 0.426 -1.134 -2.523
O 1.0243 -1.0413 -1.2286 0.970 -1.304 -1.191
O 0.5214 0.9479 0.1153 -1.430 -1.681 2.371
S -0.1004 -0.4172 -0.6384 0.256 2.176 2.725
H 0.4217 -1.2255 1.5850 -0.431 0.316 -0.751
H -1.3143 -0.8641 1.4367 -0.322 0.189 -0.183
H -0.5980 -2.3748 0.6977 -0.121 1.357 -0.082
H -1.2831 -0.1229 -2.3642 -0.140 -0.085 0.122
H 0.6634 1.6156 -1.6097 0.573 1.205 0.193
H 2.0175 1.0634 -0.9943 0.110 0.961 0.066



Record 15
12
Properties=species:S:1:pos:R:3:forces:R:3 method="wB97M-V/def2-TZVPD" homo_energy_ev=-9.91 de_lowest_ev=0.8864 total_charge=0 gap_ev=10.44 smiles="NCS(N)(=O)=O" lumo_energy_ha=0.0194 energy_ev=-19043.0110
C -0.2488 0.0755 -1.1166 -0.908 0.371 -2.031
N 0.3963 -1.2049 -1.2875 -1.391 2.610 -1.813
N 0.8395 0.1572 1.4333 -2.212 -1.126 0.892
O -0.6366 2.1141 0.5284 0.547 0.448 -0.508
O -1.7620 -0.0601 1.1868 5.159 2.192 -2.173
S -0.5158 0.6921 0.5459 -4.833 -2.639 3.365
H -1.2535 0.1306 -1.7267 1.824 -0.022 1.618
H 0.3533 0.9498 -1.4581 -0.010 -0.785 -0.325
H -0.1720 -1.9875 -1.4547 -0.945 -0.784 0.125
H 1.0432 -1.3174 -0.6012 2.282 -0.888 2.221
H 1.6878 0.6729 1.7072 -1.094 0.309 -0.552
H 0.2687 -0.2222 2.2433 1.580 0.314 -0.820



Record 16
11
Properties=species:S:1:pos:R:3:forces:R:3 method="wB97M-V/def2-TZVPD" homo_energy_ev=-8.36 de_lowest_ev=5.6934 total_charge=0 gap_ev=8.37 lumo_energy_ha=0.0003 energy_ev=-16991.8180
C -0.0785 -1.4034 0.2017 -1.901 1.189 -3.274
N 0.6799 0.0655 -1.9859 0.967 -0.219 0.266
N -0.6984 1.5168 0.2567 0.272 1.192 -0.480
O 0.0186 2.0834 1.4388 -1.247 -3.577 0.483
S -0.5300 -0.0804 -1.0803 0.296 1.141 2.946
H 0.8964 -1.2445 0.4163 3.056 0.897 1.043
H -0.7572 -1.0919 0.9642 -0.501 -0.916 0.656
H -0.0820 -2.3048 -0.3885 -0.905 -0.753 0.501
H 0.7005 0.9673 -2.4484 -0.360 -0.121 -0.530
H 0.5283 2.8664 1.3409 0.391 1.021 -1.730
H -1.5482 1.1968 0.7168 -0.068 0.146 0.118



Record 17
10
Properties=species:S:1:pos:R:3:forces:R:3 method="wB97M-V/def2-TZVPD" homo_energy_ev="-15.28 / -14.69" de_lowest_ev=5.0608 total_charge=+1 gap_ev="9.45 / 9.17" lumo_energy_ha="-0.2142 / -0.2028" energy_ev=-13391.0743
C 0.4117 -0.2933 0.1528 -1.006 3.744 -2.965
N 1.3623 -0.0292 -0.6784 -0.270 -1.555 1.781
N -1.1750 1.1724 -0.5147 3.195 -0.747 -0.032
P -0.1531 -0.5960 1.7477 0.302 3.875 0.473
H 1.2907 0.6620 -1.3596 -0.714 1.301 -1.474
H 2.2939 -0.3944 -0.6624 0.641 -0.718 0.571
H -0.8602 1.4223 -1.5381 -1.397 -1.325 2.228
H -1.9670 0.5385 -0.3672 0.144 0.113 -1.166
H -1.3941 -0.6794 1.2715 -1.934 -0.575 -0.034
H 0.1909 -1.8028 1.9484 1.039 -4.111 0.618



Record 18
10
Properties=species:S:1:pos:R:3:forces:R:3 method="wB97M-V/def2-TZVPD" homo_energy_ev=-7.05 de_lowest_ev=2.1999 total_charge=0 gap_ev=6.43 lumo_energy_ha=-0.0225 energy_ev=-14947.3873
S -1.8463 0.3226 -0.0516 -0.420 0.254 -0.609
H -2.7654 1.2670 0.1755 -0.191 -0.146 0.142
N 0.7162 -0.8218 -1.0943 -0.541 -2.382 2.841
C 0.7033 -0.6183 0.2468 -1.348 2.099 0.080
N 0.8995 0.6445 0.7749 0.976 -0.629 0.943
H 0.4159 -0.0451 -1.5804 -0.419 2.485 -1.708
H 0.1517 -1.6472 -1.3904 0.800 0.845 0.458
H 0.2038 -1.4524 0.7930 1.485 0.535 0.410
H 1.1012 0.8849 1.8175 -0.905 -1.505 -2.614
H 0.4200 1.4657 0.3090 0.564 -1.557 0.057



Record 19
10
Properties=species:S:1:pos:R:3:forces:R:3 method="wB97M-V/def2-TZVPD" homo_energy_ev=-14.77 de_lowest_ev=2.8585 total_charge=+1 gap_ev=10.68 smiles="N/C=N/[NH3+]" lumo_energy_ha=-0.1503 energy_ev=-5596.0861
C -0.4214 0.3256 0.4394 2.295 1.453 2.085
N -0.1275 -0.3540 -0.5882 -0.842 -1.422 -0.847
N -1.6039 0.4260 0.9521 -3.186 -0.053 -0.762
N 1.2232 -0.5503 -0.9117 2.920 0.144 3.811
H 0.2362 0.8971 1.0954 1.110 -0.249 -0.427
H -1.8556 1.1594 1.6240 0.292 -0.655 -0.567
H -2.3291 0.0522 0.3293 -0.168 0.237 0.844
H 1.3086 -1.4088 -1.3933 -0.255 -1.106 -1.266
H 2.0617 -0.7730 -0.0623 -2.958 1.356 -2.358
H 1.5078 0.2258 -1.4847 0.792 0.296 -0.513



Record 20
10
Properties=species:S:1:pos:R:3:forces:R:3 method="wB97M-V/def2-TZVPD" homo_energy_ev=-15.68 de_lowest_ev=3.8548 total_charge=+1 gap_ev=11.15 lumo_energy_ha=-0.1664 energy_ev=-5595.0898
C 0.3160 -0.5911 0.6024 -1.927 -2.665 -0.925
N -0.4977 -1.4685 -0.0026 1.908 -1.856 1.430
N 0.4663 0.5875 0.1528 4.985 5.758 4.108
N -0.3247 1.1627 -0.7614 -4.340 1.375 1.648
H 0.7541 -1.0544 1.4916 0.706 1.047 -0.340
H -0.0783 -2.4248 0.1964 -1.827 1.276 -0.711
H 1.2995 1.4389 0.9213 -3.016 -3.373 -2.717
H -0.9156 1.9662 -0.3265 0.795 -2.250 -0.321
H 0.0702 1.6812 -1.4687 2.340 0.550 -2.143
H -1.0899 -1.2978 -0.8053 0.375 0.138 -0.028